ORCA calculation (ωB97M-V with the def2-TZVPD basis set) on a structure of composition C27H54O13 in a non-equilibrium geometry.

Output
Energy above the lowest of the compared OMol25 structures with the same formula, charge and spin (kcal per mole): 668.3
Kohn-Sham gap (eV): 9.322
DFT total energy (eV): -55464.559
M (g/mol): 586.7
HOMO level (eV): -8.9

Each line ends with the Mulliken charge.
Element x y z (Å)
H1 35.94876 23.64360 63.96339  -1.0764
H2 30.08445 21.18442 60.59489  0.1101
C1 36.58155 28.20289 62.32170  -1.7179
H3 34.96040 24.94338 60.41017  0.6465
H4 30.13606 20.57784 57.47355  0.4743
H5 32.26425 26.63132 60.73523  0.3573
H6 30.65808 19.91753 56.16075  0.3087
O1 31.10406 23.45218 60.96937  -0.3224
O2 36.12528 25.95476 66.84539  -0.5473
H7 36.58072 21.33150 64.02645  0.8894
H8 37.21032 20.51140 60.25249  0.2665
H9 35.59097 26.46991 61.14002  0.2956
C2 36.20264 20.61113 66.50191  1.0108
H10 37.91439 26.43882 62.62498  0.7049
C3 29.73730 21.48972 61.50839  -1.1259
H11 37.52470 22.82983 66.48228  0.4626
H12 36.70877 28.44381 67.23657  0.3478
C4 30.97897 20.57893 57.07156  -1.2231
O3 33.90716 19.05599 59.79688  -0.5869
C5 35.29026 24.66606 62.50238  0.3733
H13 31.34094 21.57146 56.87219  0.2786
H14 36.09294 23.53640 66.23548  0.5310
O4 35.30320 23.36597 62.46908  0.4386
C6 30.69169 22.55354 61.94730  0.8477
H15 35.34660 29.02012 67.79536  0.3807
H16 38.93383 24.99265 58.31842  0.6319
O5 36.85541 22.26647 58.87760  -0.2051
C7 33.72610 26.77493 66.47027  -1.1706
H17 37.38034 24.35623 64.59018  2.0505
H18 34.63761 22.22502 57.67694  0.0241
H19 36.72790 25.00027 60.97701  -1.0705
O6 37.43593 26.65675 60.56093  -0.3690
C8 34.97119 22.67390 63.59877  -1.8322
H20 38.75088 22.78750 59.14040  0.2650
H21 32.33178 25.45241 59.42696  0.6077
H22 38.72658 20.13683 59.42998  0.2620
H23 31.77215 18.80978 58.34839  0.3479
C9 36.84047 23.62024 64.52447  -1.1862
O7 32.62609 20.60552 58.80249  -0.1778
C10 35.63841 21.28860 63.77872  -1.1545
H24 34.77275 23.92275 57.08198  0.4380
C11 37.93054 25.49330 60.09642  0.9068
H25 33.20815 27.33278 65.83327  0.4954
H26 35.48078 22.82498 56.23553  0.5564
C12 31.76066 24.60737 61.30442  0.9453
H27 35.29563 23.26847 64.54205  0.1988
C13 38.42218 25.66557 58.70380  -1.8635
C14 36.39784 23.29677 58.15464  0.7032
H28 33.68880 25.80345 66.12697  0.2040
C15 35.25330 26.94603 66.79655  0.8594
H29 37.75347 22.88258 60.55971  -0.1028
H30 39.20409 26.54301 58.61150  0.2938
H31 33.81646 22.37132 60.29902  -0.2558
O8 36.57373 20.80782 67.64003  -0.6248
H32 35.66347 28.31393 61.98634  0.5704
H33 32.88408 19.41891 57.30102  0.5240
C16 31.95797 25.62844 60.28795  -2.0204
H34 37.37971 29.04979 62.24694  0.3041
H35 31.41727 25.15130 62.13266  0.3577
H36 37.51228 23.00889 63.77109  0.2421
O9 38.17519 24.48390 60.71094  -0.5950
O10 34.81883 25.39922 63.49873  -0.7439
C17 35.25669 22.99864 57.17129  -1.1388
H37 29.86249 20.86157 62.24411  0.4536
C18 35.49519 19.37904 66.07102  -1.6378
C19 33.57849 20.17977 59.73736  -0.0348
C20 33.91686 21.27574 60.71132  0.8986
C21 38.24453 20.82943 60.28030  -1.3710
H38 31.00897 26.00186 59.96192  0.5443
O11 36.92948 24.46522 58.23794  -0.5693
H39 38.86640 20.68733 61.05267  0.4910
H40 35.16816 21.24531 60.85545  -0.6005
C22 32.10933 19.76856 57.84730  -0.5876
H41 34.52665 19.57477 65.83209  0.4061
H42 35.11769 20.75243 64.57187  -0.3740
H43 28.60153 21.73541 61.22883  0.2775
H44 35.69783 20.63357 62.98721  0.8104
H45 36.56448 25.98355 61.98373  -0.7402
O12 30.98158 22.77158 63.20039  -0.5983
H46 32.72447 24.03207 61.62624  -0.3641
C23 37.21811 26.74311 61.99319  0.1692
O13 36.15187 21.53440 65.62108  -0.3175
C24 35.61255 28.37305 66.93988  -1.1484
H47 36.01023 19.17939 65.20489  0.5251
H48 33.26542 21.13860 61.58677  0.4241
H49 35.56618 18.48268 66.81535  0.2859
H50 37.55426 25.71515 58.02733  0.3983
H51 35.56326 29.07054 66.01322  0.2195
H52 33.30378 26.56335 67.46803  0.3818
H53 36.40638 28.16014 63.31950  0.4997
C25 37.90579 22.25633 59.74865  0.5000
H54 34.04008 22.67870 63.56477  2.1601
C26 35.67749 25.31657 61.11214  0.7772
C27 36.70193 22.77635 65.73879  -1.2808